Here is a molecular structure, C50H40AuCl2O5P2Si from the Open Molecules 2025 dataset. Energies are from the ωB97M-V functional and the def2-TZVPD basis.

Element x y z (Å)
Au -1.77 -0.90 0.14
Cl -4.88 -7.44 0.24
C -4.01 -5.97 0.48
C -3.14 -5.86 1.58
C -2.43 -4.71 1.81
Cl -1.36 -4.62 3.16
C -2.55 -3.58 0.95
O -1.84 -2.54 1.24
C -3.44 -3.71 -0.15
C -3.68 -2.67 -1.07
O -3.16 -1.53 -1.13
C -4.16 -4.91 -0.36
H -3.02 -6.70 2.25
H -4.44 -2.85 -1.84
H -4.84 -4.98 -1.20
O -0.59 -0.15 1.56
P 0.88 0.22 1.77
C 1.95 -0.07 0.35
P 1.81 -1.72 -0.45
O 0.41 -2.00 -0.88
C 2.95 -1.61 -1.83
C 4.20 -1.00 -1.76
C 5.01 -0.94 -2.88
C 4.57 -1.47 -4.08
C 3.32 -2.07 -4.17
C 2.50 -2.13 -3.05
C 2.39 -2.92 0.74
C 1.51 -3.92 1.14
C 1.91 -4.88 2.06
C 3.20 -4.84 2.58
C 4.09 -3.85 2.18
C 3.69 -2.89 1.26
C 1.50 -0.72 3.15
C 2.75 -0.40 3.69
C 3.24 -1.12 4.76
C 2.48 -2.15 5.31
C 1.24 -2.46 4.78
C 0.74 -1.75 3.70
C 0.96 1.96 2.17
C 2.06 2.74 1.82
C 2.07 4.09 2.14
C 0.98 4.66 2.78
C -0.12 3.88 3.12
C -0.13 2.53 2.82
H 2.98 0.11 0.66
H 1.68 0.66 -0.43
H 4.55 -0.56 -0.83
H 5.98 -0.47 -2.82
H 5.20 -1.42 -4.96
H 2.97 -2.47 -5.11
H 1.52 -2.58 -3.11
H 0.50 -3.93 0.74
H 1.22 -5.65 2.37
H 3.51 -5.59 3.29
H 5.09 -3.82 2.58
H 4.39 -2.13 0.95
H 3.33 0.42 3.28
H 4.20 -0.87 5.19
H 2.86 -2.71 6.15
H 0.66 -3.27 5.21
H -0.22 -2.00 3.27
H 2.91 2.32 1.30
H 2.92 4.70 1.87
H 0.98 5.72 3.01
H -0.97 4.32 3.61
H -0.99 1.92 3.07
O -1.57 0.70 -0.90
Si -1.90 2.14 -1.57
C -2.65 3.26 -0.28
C -3.31 2.71 0.82
C -3.88 3.51 1.80
C -3.80 4.89 1.70
C -3.14 5.46 0.61
C -2.58 4.65 -0.36
C -2.94 1.90 -3.10
C -3.39 3.02 -3.80
C -4.13 2.89 -4.97
C -4.43 1.63 -5.46
C -3.98 0.50 -4.78
C -3.24 0.64 -3.61
C -0.25 2.85 -2.12
C 0.51 3.66 -1.27
C 1.78 4.08 -1.63
C 2.33 3.70 -2.85
C 1.59 2.90 -3.71
C 0.31 2.50 -3.35
H -3.38 1.63 0.92
H -4.39 3.06 2.64
H -4.24 5.52 2.46
H -3.07 6.54 0.53
H -2.06 5.11 -1.19
H -3.17 4.02 -3.43
H -4.48 3.77 -5.49
H -5.01 1.52 -6.37
H -4.21 -0.49 -5.16
H -2.89 -0.24 -3.09
H 0.09 3.98 -0.33
H 2.35 4.73 -0.97
H 3.32 4.03 -3.13
H 2.00 2.61 -4.67
H -0.26 1.88 -4.04

Calculated values
* LUMO energy: -3.87 eV
* DFT total energy: -117927.00635 eV
* orbital gap: 6.95 eV
* energy above the lowest of the compared OMol25 structures with the same formula, charge and spin: 2.40 kcal per mole
* charge: +1

***

Here is a molecular structure, C50H40Cl2NO5P2PtSSi from the Open Molecules 2025 dataset. Energies are from the ωB97M-V functional and the def2-TZVPD basis.

Element x y z (Å)
Pt -0.03 -0.18 -0.23
C 0.54 1.29 -3.53
Si -0.14 -0.17 -2.62
C 0.47 -1.89 -3.05
C 0.81 -2.27 -4.34
C 1.12 -3.60 -4.62
C 1.07 -4.56 -3.62
C 0.71 -4.20 -2.33
C 0.43 -2.86 -2.06
P -0.18 -2.42 -0.43
C 0.94 -2.97 0.85
C 0.57 -2.88 2.19
C 1.47 -3.24 3.18
C 2.75 -3.66 2.83
C 3.13 -3.73 1.49
C 2.23 -3.37 0.50
C -1.77 -3.25 -0.33
C -2.19 -3.98 0.78
C -3.36 -4.73 0.71
C -4.09 -4.78 -0.47
C -3.66 -4.08 -1.59
C -2.51 -3.31 -1.52
C -2.01 -0.12 -2.90
C -2.51 -0.21 -4.20
C -3.86 -0.01 -4.46
C -4.73 0.31 -3.42
C -4.25 0.40 -2.12
C -2.90 0.16 -1.87
P -2.25 0.34 -0.18
C -1.97 2.07 0.16
C -2.79 2.87 0.97
C -2.50 4.21 1.14
C -1.40 4.78 0.50
C -0.57 4.00 -0.29
C -0.85 2.65 -0.46
C -3.45 -0.37 0.94
C -4.34 -1.35 0.48
C -5.27 -1.90 1.35
C -5.33 -1.47 2.67
C -4.47 -0.49 3.12
C -3.53 0.06 2.26
H 0.51 1.02 -4.59
H 1.57 1.53 -3.27
H -0.11 2.15 -3.40
H 0.86 -1.54 -5.14
H 1.39 -3.88 -5.63
H 1.31 -5.59 -3.85
H 0.65 -4.95 -1.55
H -0.40 -2.50 2.47
H 1.19 -3.18 4.22
H 3.46 -3.94 3.60
H 4.13 -4.05 1.22
H 2.53 -3.41 -0.54
H -1.62 -3.99 1.69
H -3.68 -5.30 1.57
H -4.99 -5.39 -0.52
H -4.22 -4.12 -2.51
H -2.18 -2.78 -2.40
H -1.85 -0.43 -5.03
H -4.24 -0.09 -5.47
H -5.77 0.49 -3.62
H -4.92 0.66 -1.31
H -3.66 2.45 1.45
H -3.11 4.83 1.79
H -1.20 5.82 0.67
H 0.29 4.44 -0.78
H -0.22 2.08 -1.14
H -4.33 -1.67 -0.55
H -5.96 -2.66 0.99
H -6.07 -1.89 3.34
H -4.53 -0.12 4.14
H -2.87 0.83 2.62
Cl 7.51 -1.30 -0.01
C 5.85 -0.90 -0.31
C 5.37 -0.88 -1.61
C 4.05 -0.57 -1.87
Cl 3.55 -0.50 -3.53
C 3.13 -0.27 -0.84
O 1.90 0.08 -1.12
C 3.66 -0.30 0.47
C 2.82 -0.12 1.62
O 1.59 -0.14 1.61
C 5.01 -0.59 0.72
H 6.03 -1.10 -2.44
H 3.33 0.00 2.59
H 5.37 -0.59 1.75
N -0.69 0.03 3.18
C -0.75 1.41 3.57
C -1.75 1.86 4.43
C -1.93 3.22 4.65
C -1.08 4.14 4.07
C -0.02 3.69 3.28
C 0.13 2.34 3.00
S -1.39 5.90 4.24
O -1.05 6.41 2.91
O -2.81 5.96 4.54
O -0.50 6.34 5.29
H 0.27 -0.29 3.19
H -1.23 -0.53 3.84
H -2.40 1.14 4.90
H -2.74 3.58 5.27
H 0.65 4.42 2.84
H 0.92 2.01 2.34

Calculated values
* LUMO energy: -5.14 eV
* DFT total energy: -129804.42309 eV
* orbital gap: 4.06 eV
* energy above the lowest of the compared OMol25 structures with the same formula, charge and spin: 0.00 kcal per mole
* charge: +1

***

Here is a molecular structure, C50H40ClGeInN4P2Se2 from the Open Molecules 2025 dataset. Energies are from the ωB97M-V functional and the def2-TZVPD basis.

Element x y z (Å)
In 2.21 -0.60 0.05
Se -3.34 2.69 2.06
P -2.13 3.69 0.66
C -3.02 4.08 -0.87
C -3.05 5.35 -1.41
C -3.79 5.60 -2.57
C -4.49 4.57 -3.17
C -4.46 3.29 -2.63
C -3.73 3.04 -1.48
C -1.41 5.24 1.26
C -0.36 5.86 0.57
C 0.18 7.04 1.05
C -0.32 7.62 2.21
C -1.35 7.01 2.90
C -1.90 5.82 2.43
C -0.72 2.71 0.13
C 0.01 1.72 0.76
N 1.02 1.40 -0.09
N 0.91 2.13 -1.18
N -0.12 2.95 -1.06
P -0.09 0.85 2.30
Se 1.79 -0.27 2.57
C -0.23 2.01 3.66
C -1.23 1.92 4.63
C -1.27 2.86 5.65
C -0.35 3.89 5.69
C 0.64 3.99 4.72
C 0.71 3.04 3.71
C -1.41 -0.35 2.25
C -2.11 -0.58 1.06
C -3.02 -1.62 0.99
C -3.24 -2.42 2.10
C -2.54 -2.20 3.28
C -1.61 -1.18 3.35
H -2.51 6.17 -0.94
H -3.82 6.59 -2.99
H -5.07 4.76 -4.07
H -5.02 2.48 -3.09
H -3.72 2.05 -1.03
H 0.03 5.40 -0.33
H 0.99 7.51 0.51
H 0.11 8.54 2.58
H -1.74 7.45 3.81
H -2.70 5.32 2.96
H -1.99 1.16 4.55
H -2.05 2.80 6.40
H -0.40 4.63 6.48
H 1.36 4.80 4.74
H 1.48 3.11 2.95
H -1.93 0.05 0.20
H -3.55 -1.80 0.07
H -3.96 -3.23 2.04
H -2.71 -2.85 4.14
H -1.02 -1.05 4.25
Cl 6.22 -4.91 -0.83
C 5.25 -4.26 0.45
C 5.23 -4.88 1.69
C 4.41 -4.33 2.67
C 3.67 -3.21 2.36
N 3.71 -2.61 1.17
C 4.49 -3.13 0.22
H 5.82 -5.76 1.88
H 4.34 -4.78 3.65
H 3.00 -2.77 3.09
H 4.47 -2.63 -0.74
C 2.79 -1.25 -1.79
Ge 1.46 -2.54 -2.31
C -0.21 -1.65 -2.88
C -1.39 -1.58 -2.14
C -2.45 -0.78 -2.55
C -2.34 -0.01 -3.70
C -1.18 -0.08 -4.46
C -0.13 -0.88 -4.05
C 1.17 -3.76 -0.81
C 0.41 -3.38 0.31
C 0.35 -4.17 1.45
C 1.06 -5.37 1.50
C 1.81 -5.76 0.40
C 1.86 -4.97 -0.74
C 2.06 -3.55 -3.88
C 1.18 -4.32 -4.63
C 1.62 -5.04 -5.73
C 2.96 -4.99 -6.09
C 3.85 -4.22 -5.36
C 3.40 -3.50 -4.26
H 2.67 -0.36 -2.42
H -1.51 -2.19 -1.24
H -3.37 -0.75 -1.96
H -3.16 0.63 -4.01
H -1.09 0.51 -5.36
H 0.77 -0.92 -4.65
H -0.15 -2.44 0.31
H -0.24 -3.85 2.30
H 1.02 -5.99 2.39
H 2.37 -6.69 0.43
H 2.45 -5.29 -1.59
H 0.13 -4.36 -4.36
H 0.93 -5.64 -6.30
H 3.31 -5.55 -6.95
H 4.90 -4.18 -5.64
H 4.09 -2.89 -3.68

Calculated values
* LUMO energy: -0.21 eV
* DFT total energy: -281941.69648 eV
* orbital gap: 6.63 eV
* energy above the lowest of the compared OMol25 structures with the same formula, charge and spin: 0.00 kcal per mole
* charge: 0

***

Number 1: F_max 0.009 Eh/bohr. Number 2: F_max 0.011 Eh/bohr. Number 3: F_max 0.009 Eh/bohr.